(1)
The following is a DFT calculation (the ωB97M-V functional and the def2-TZVPD basis) of C13H18F6N2O8RbS3 as an isolated structure.

The geometry in XYZ format:
```
51
Properties=species:S:1:pos:R:3:forces:R:3
Rb -0.354984 -0.138732 -0.180337 0.097 -0.589 0.458
C -3.789657 0.284111 -0.213046 -0.001 0.043 -0.003
O -3.259615 -0.538711 0.820661 0.037 0.051 -0.065
C -3.192941 0.127706 2.059178 0.043 0.018 0.008
C -2.442192 -0.764272 3.027754 -0.006 0.011 0.003
O -1.046441 -0.734784 2.813583 -0.030 0.034 -0.074
C -0.344870 0.136233 3.672911 0.016 0.013 0.033
C 1.055230 0.328901 3.140910 -0.016 0.001 -0.005
O 0.988437 1.308393 2.128503 -0.067 -0.025 -0.011
C 2.204091 1.492920 1.432311 0.015 0.004 0.008
H -4.825934 0.567424 0.015915 -0.006 -0.017 -0.006
H -3.194634 1.190369 -0.354516 -0.021 0.013 0.022
H -3.763292 -0.296304 -1.132803 0.002 -0.008 0.005
H -2.678990 1.093105 1.948941 -0.005 0.007 0.009
H -4.209119 0.323245 2.440147 -0.001 -0.001 -0.009
H -2.677278 -0.481171 4.062408 -0.003 0.007 -0.003
H -2.766077 -1.795419 2.867336 -0.005 0.002 0.012
H -0.833979 1.118122 3.725660 0.002 -0.005 0.002
H -0.312325 -0.292160 4.686270 0.011 -0.005 -0.007
H 1.713189 0.671656 3.955826 0.015 -0.007 -0.006
H 1.433788 -0.621982 2.745792 0.013 0.004 0.010
H 2.560229 0.548307 1.009292 0.010 -0.001 0.014
H 2.001447 2.205854 0.633842 -0.008 0.009 0.013
H 2.974549 1.905564 2.099946 0.004 0.000 -0.006
F -0.023515 5.582024 -0.175005 0.057 0.021 0.048
C -1.115338 5.303883 -0.932422 -0.028 -0.116 -0.075
F -2.173973 5.845220 -0.264770 -0.042 0.033 0.035
F -0.977577 6.046635 -2.062119 -0.007 0.052 -0.033
S -1.090806 3.002672 -1.504768 -0.410 -0.002 0.203
O -1.156380 2.500964 -0.105417 0.076 0.228 -0.176
O -2.385725 2.902905 -2.196013 0.065 0.123 0.023
N -0.041260 1.898055 -2.263444 0.180 -0.025 -0.172
S -0.457921 0.903331 -3.358849 -0.016 -0.029 -0.168
O -0.848076 1.382881 -4.662573 0.029 0.164 -0.030
O -1.211936 -0.252915 -2.889585 0.011 -0.030 -0.029
C 1.218086 0.177292 -3.675368 -0.031 -0.024 0.012
F 1.138360 -0.792990 -4.601670 -0.009 -0.049 -0.029
F 1.747263 -0.378363 -2.568162 -0.023 -0.003 0.014
F 2.100320 1.079062 -4.127956 0.017 0.054 -0.003
O 2.052025 -1.681884 0.758571 -0.040 0.016 -0.061
N 2.263592 -2.632592 -0.113117 0.043 -0.008 0.011
C 3.372155 -2.539075 -0.883692 0.055 -0.016 -0.056
C 3.711895 -3.471709 -1.827634 -0.022 0.018 0.029
C 2.861602 -4.567192 -1.999323 -0.009 0.009 0.019
C 1.736885 -4.658606 -1.221632 0.015 -0.016 -0.034
C 1.383211 -3.695039 -0.245024 0.030 -0.019 -0.015
S -0.017152 -3.810235 0.699230 -0.013 0.057 0.058
H 3.949525 -1.647980 -0.689341 -0.021 0.010 0.025
H 4.601998 -3.325205 -2.422833 0.001 -0.004 -0.001
H 3.076555 -5.325980 -2.742176 -0.001 -0.003 0.001
H 1.047530 -5.483532 -1.331404 -0.001 0.000 0.001
```
Forces are in eV/Å.

Calculated values
**Spin multiplicity**: 2
**ΔE to the lowest compared entry with this formula, charge and spin**: 0.35 kcal/mol
**Expectation value of S²**: 0.76
**Net charge**: -2

---

(2)
The following is a DFT calculation (the ωB97M-V functional and the def2-TZVPD basis) of C3H5INO2 as an isolated structure in a non-equilibrium geometry.

The geometry in XYZ format:
```
12
Properties=species:S:1:pos:R:3:forces:R:3
C 1.698585 0.680186 1.115162 2.144 -1.710 -0.145
C 1.180526 -0.146152 -0.090762 3.639 1.122 -1.160
C -0.807578 0.375756 1.233420 4.175 -0.053 1.377
N -0.253109 -0.094678 -0.099087 -0.367 -1.345 2.229
O 2.896304 0.745516 1.280833 -1.875 0.732 -0.062
O 0.751604 0.946485 2.002955 -3.449 -0.978 -1.778
I -1.781986 -1.021177 2.405986 0.350 0.281 -0.265
H 1.606714 0.221239 -1.095664 -0.738 -0.238 1.633
H 1.658312 -1.128908 0.021989 -0.822 -0.016 0.186
H -1.261374 1.297191 1.111805 -1.067 1.661 -0.046
H -0.495103 0.449966 -0.865317 -1.282 1.660 -1.606
H -0.600906 -1.016055 -0.245353 -0.707 -1.117 -0.364
```
Forces are in eV/Å.

Calculated values
**Spin multiplicity**: 1
**ΔE to the lowest compared entry with this formula, charge and spin**: 43.13 kcal/mol
**Net charge**: +1

---

(3)
The following is a DFT calculation (the ωB97M-V functional and the def2-TZVPD basis) of a 2-piece molecular cluster, C3H5NO2 overall in a non-equilibrium geometry.

The geometry in XYZ format:
```
11
Properties=species:S:1:pos:R:3:forces:R:3
C 0.068123 0.335719 -1.170233 -1.477 -2.590 -0.140
C 0.162511 1.182706 0.867447 -1.797 1.593 2.791
C -0.414486 0.071885 1.338445 0.744 0.671 -0.085
O 0.593008 -1.681322 0.270397 0.225 -0.886 0.477
N -0.546300 -0.891900 0.331812 1.033 1.981 -3.377
O 0.320821 2.350069 0.802998 0.739 -1.340 -0.665
H 0.320743 -2.442950 -0.265870 0.029 0.162 0.107
H -0.886043 -0.073427 2.300951 0.386 0.157 0.132
H 1.154069 0.358176 -1.229418 -0.055 0.046 0.545
H -0.472388 1.242622 -1.424223 -0.012 0.100 0.504
H -0.300057 -0.451577 -1.822308 0.186 0.108 -0.290
```
Forces are in eV/Å.

Calculated values
**Spin multiplicity**: 1
**ΔE to the lowest compared entry with this formula, charge and spin**: 155.25 kcal/mol

---

(4)
The following is a DFT calculation (the ωB97M-V functional and the def2-TZVPD basis) of a single C3H5Cl3 molecule in a non-equilibrium geometry.

The geometry in XYZ format:
```
11
Properties=species:S:1:pos:R:3:forces:R:3
C 0.586221 1.178187 -0.352338 -1.207 0.360 -3.354
C -0.546954 0.120728 -0.121135 2.524 0.033 0.384
Cl -1.639941 0.796757 1.083578 -0.685 0.187 0.256
Cl -1.315538 -0.213790 -1.642077 -0.635 -0.288 -0.471
C -0.041249 -1.225873 0.595919 -4.246 -1.007 -4.718
Cl 1.236251 -2.156192 -0.281900 -0.790 0.664 0.456
H 0.188390 2.238987 -0.533996 0.322 -1.610 0.874
H 1.229277 1.064045 0.460821 1.276 0.447 1.252
H 1.135090 0.997959 -1.354598 -0.700 -0.272 1.798
H 0.255335 -0.981316 1.518779 1.367 0.688 3.423
H -1.086879 -1.819492 0.626947 2.774 0.800 0.101
```
Forces are in eV/Å.

Calculated values
**Spin multiplicity**: 1
**ΔE to the lowest compared entry with this formula, charge and spin**: 15.73 kcal/mol
**SMILES string**: CC(Cl)(Cl)CCl

---

(5)
The following is a DFT calculation (the ωB97M-V functional and the def2-TZVPD basis) of C17H21MgN7S2 as an isolated structure in a non-equilibrium geometry.

The geometry in XYZ format:
```
48
Properties=species:S:1:pos:R:3:forces:R:3
Mg 1.004203 0.321451 0.661521 -0.083 0.358 -0.338
C 0.940392 -2.553494 -0.103058 -0.077 0.394 0.560
N 0.704648 -1.348528 -0.884519 -1.514 1.398 0.192
C -0.726780 -1.219141 -1.425988 1.932 -0.281 -0.353
C -1.731350 -1.017943 -0.334934 -1.196 -0.191 0.569
N -1.517932 0.245338 0.430245 0.147 -1.547 1.090
C -2.239105 0.072759 1.760630 1.123 1.274 -1.185
C -1.942392 1.405004 -0.286484 -0.980 0.986 -0.727
C -3.302041 1.492511 -0.690986 0.282 -0.715 -0.045
C -3.771096 2.499761 -1.516666 0.120 0.904 -0.573
C -2.857603 3.537067 -1.900642 0.329 -0.939 0.655
C -1.549625 3.498560 -1.397397 -0.580 0.167 -0.431
C -1.047908 2.444944 -0.604104 -0.372 -0.041 0.210
S 0.620954 2.570568 -0.051912 -0.208 -0.237 -0.076
C 1.753366 -1.113806 -1.840540 0.993 0.406 -0.041
C 1.592450 -1.421250 -3.205048 0.383 -0.140 1.158
C 2.677753 -1.287019 -4.058979 0.223 -0.188 -0.106
C 3.903773 -0.813751 -3.598839 -0.869 0.496 -0.153
C 3.982175 -0.358488 -2.290218 1.357 -0.349 0.117
C 3.006002 -0.574801 -1.334911 -1.714 -0.575 -0.888
S 3.352518 -0.235464 0.355360 -0.377 -0.013 0.046
H 0.931861 -3.417524 -0.738916 -0.249 -0.787 -0.277
H 0.174228 -2.599854 0.692111 0.430 -0.348 -0.273
H 1.934795 -2.468310 0.347300 -0.211 -0.075 0.057
H -0.938860 -2.128151 -2.002354 -0.279 0.111 0.052
H -0.712057 -0.364513 -2.118043 -0.053 -0.201 0.212
H -1.678879 -1.837198 0.403410 0.130 0.239 -0.290
H -2.796397 -1.110487 -0.740481 1.298 0.341 0.272
H -3.249055 -0.243579 1.575506 -0.668 -0.154 0.045
H -2.243641 1.084013 2.226175 0.080 -0.929 0.073
H -1.688540 -0.691026 2.310206 -0.260 0.324 0.224
H -3.988617 0.661351 -0.407427 0.537 0.775 -0.230
H -4.823246 2.465417 -1.886609 1.038 0.181 0.374
H -3.096629 4.349933 -2.594724 -0.270 -0.397 0.381
H -0.843448 4.299426 -1.639727 -0.334 -0.282 -0.004
H 0.675527 -1.892704 -3.561041 0.169 0.331 0.073
H 2.562214 -1.599277 -5.082133 0.045 -0.046 -0.264
H 4.743575 -0.726318 -4.284526 -0.128 0.057 0.209
H 4.910042 0.072481 -1.915316 -0.091 -0.063 -0.219
N -0.037050 -1.056560 5.773756 0.142 0.092 0.132
N 0.590825 -0.276662 4.821164 1.063 1.493 -0.916
N 1.597779 0.597366 5.127856 -1.380 -1.429 -1.843
C 1.918821 0.974198 3.877268 0.427 0.497 0.743
N 1.184556 0.432321 2.914911 -0.732 -0.676 0.640
N 0.327250 -0.361475 3.526037 -0.063 -0.621 1.631
H -0.097885 -0.552515 6.674667 -0.188 -0.313 -1.022
H -0.905785 -1.418133 5.375442 0.265 0.371 0.416
H 2.696219 1.663500 3.642941 0.364 0.341 0.124
```
Forces are in eV/Å.

Calculated values
**Spin multiplicity**: 1
**DFT total energy**: -2040.1826 hartree

---

(6)
The following is a DFT calculation (the ωB97M-V functional and the def2-TZVPD basis) of C12H28AlClN2O2P as an isolated structure in a non-equilibrium geometry.

The geometry in XYZ format:
```
47
Properties=species:S:1:pos:R:3:forces:R:3
C 0.231426 4.469721 -0.039579 -1.434 0.360 0.508
C -1.350972 4.199045 0.417306 0.336 0.254 0.415
C -2.428989 4.456849 -0.789905 0.234 -0.161 -0.009
C -2.884304 3.117639 -1.617410 0.750 -0.172 -1.212
O -1.944590 2.008213 -1.393849 -2.686 0.409 0.442
Al -2.795112 0.460625 -0.740689 1.379 0.163 -1.953
Cl -4.615239 -0.081878 -2.012071 0.582 0.308 0.332
C -1.387399 -1.076455 -0.926836 0.160 0.414 -0.180
C -0.125422 -0.922130 0.108323 0.653 -1.050 -0.920
C 1.196548 -1.716676 -0.536915 -0.849 0.471 0.286
C 0.368368 0.617254 0.380261 0.360 -0.154 0.817
P -3.435860 0.549540 1.488777 -1.104 -0.041 1.599
N -5.182895 0.043274 1.482256 0.330 2.094 1.330
O -3.466733 2.172341 2.125581 -0.425 0.196 -2.169
H 0.882390 4.101275 0.862895 -0.949 0.755 -1.970
H 0.324920 5.637753 -0.174416 0.152 -2.332 0.164
H 0.479707 3.915758 -1.046108 -0.471 1.024 2.139
H -1.645819 4.955078 1.291934 0.873 -1.533 -1.796
H -1.376109 3.130316 0.892089 -0.289 2.016 -1.198
H -3.405323 4.937732 -0.342889 1.959 -0.611 -0.944
H -1.894104 5.192294 -1.561054 -1.372 -1.355 1.721
H -4.020274 2.806321 -1.450134 2.217 0.697 -0.003
H -2.811287 3.383157 -2.779184 -0.345 -0.447 2.332
H -2.004796 -2.071370 -0.809116 1.605 1.616 -0.162
H -0.977767 -0.995542 -2.034364 -0.791 -0.322 2.067
H -0.419111 -1.484311 1.097520 0.669 1.385 -1.696
H 0.930073 -2.820862 -0.821093 0.478 2.195 0.477
H 1.500506 -1.099475 -1.502089 -0.364 -1.363 1.994
H 2.035408 -1.733340 0.279208 -1.258 0.069 -1.686
H -0.309859 1.099833 1.230334 1.304 -0.765 -2.028
H 0.432098 1.290582 -0.589698 -0.563 -1.495 1.990
H 1.473031 0.606279 0.825173 -2.240 -0.117 -0.816
H -5.685253 0.963324 1.300434 0.397 -1.631 -0.042
H -5.422588 -0.164360 2.489382 0.368 0.210 -1.392
H -3.644471 2.790811 1.353545 0.355 -0.966 1.487
C 4.896750 -3.699262 -0.833130 0.001 0.082 -0.109
C 5.131964 -4.085814 0.623612 0.124 0.325 -0.208
C 4.291513 -5.286130 1.063709 -1.027 0.530 -0.062
C 2.814176 -4.958453 0.921252 -8.381 1.516 -0.677
N 1.588542 -4.686691 0.803063 9.819 -2.269 1.004
H 3.861411 -3.389617 -1.007135 0.090 -0.077 0.057
H 5.538132 -2.856875 -1.111039 -0.071 -0.137 0.013
H 5.123928 -4.536564 -1.502854 -0.033 0.101 0.058
H 4.907965 -3.221233 1.260423 0.015 -0.216 -0.014
H 6.192827 -4.321389 0.761914 -0.129 -0.071 0.106
H 4.506117 -5.531730 2.109177 -0.234 -0.017 -0.138
H 4.526475 -6.164855 0.453388 -0.195 0.110 0.048
```
Forces are in eV/Å.

Calculated values
**Spin multiplicity**: 1
**ΔE to the lowest compared entry with this formula, charge and spin**: 111.77 kcal/mol
**Net charge**: -1

---

What is the formula in the sixth record? C12H28AlClN2O2P

---

Look up the spin multiplicity of the third one. 1